Record 1
Computed, not measured: a 3-piece molecular cluster, C39H69F9N2O14P2SSi overall in a non-equilibrium geometry, with the ωB97M-V functional and the def2-TZVPD basis.

Output
Energy ... -4959.53645 Eh
SMILES ... [H]/N=C/CCO[C@@](CCC)([C@@](CCC(F)(F)C(F)(F)C(F)(F)C(F)(F)F)(O[C@@H](COC(C)=O)C[SH](=O)=O)c1ccccn1)[Si](C)(C)C.CCOP(=O)(OCC)OCC.CCOP(=O)(OCC)OCC
E_HOMO ... -0.3502 hartree
LUMO level ... 0.20 eV
HOMO-LUMO gap ... 9.7322 eV

Each line ends with the Löwdin charge.
Positions of all 137 atoms, in Å:
C1 0.8456 1.4957 3.6012  -0.083
C2 1.0831 0.6775 2.2849  -0.256
C3 -0.0231 1.1023 1.3076  -0.140
C4 0.1316 0.7142 -0.2309  -0.331
O1 0.5289 1.9385 -0.8541  -0.138
C5 1.8059 2.4535 -0.5951  -0.223
C6 1.7093 3.9766 -0.8674  -0.111
C7 1.4151 4.6468 0.4632  -0.249
N1 0.7025 5.6908 0.5784  0.111
C8 -1.3887 0.5716 -0.7096  -0.280
C9 -2.1005 -0.6638 -0.1581  -0.082
C10 -2.0777 -1.9461 -1.0044  -0.046
C11 -2.8847 -3.0391 -0.2773  -0.406
F1 -2.5796 -4.1888 -0.9508  0.096
F2 -2.4362 -3.2346 0.9824  0.128
C12 -4.4432 -2.8619 -0.3565  -0.327
F3 -4.8084 -1.8199 -1.1300  0.148
F4 -4.9373 -3.9505 -0.9911  0.146
C13 -5.2122 -2.8172 0.9995  -0.342
F5 -6.5277 -2.8935 0.6683  0.151
F6 -4.9746 -3.8953 1.7517  0.185
C14 -5.0884 -1.5208 1.8431  -0.528
F7 -5.4356 -0.4226 1.1658  0.172
F8 -5.9569 -1.6450 2.8588  0.180
F9 -3.8836 -1.3448 2.3843  0.186
O2 -1.9074 1.8676 -0.3278  -0.076
C15 -3.1810 2.0555 0.1855  -0.343
C16 -3.2330 2.2703 1.7261  -0.129
O3 -4.4951 2.7786 2.1180  0.004
C17 -5.0292 2.1581 3.2098  -0.509
C18 -6.5355 1.9968 3.1287  0.029
O4 -4.3919 1.8057 4.1704  0.121
C19 -3.6991 3.3856 -0.4521  -0.165
S1 -2.6207 4.7923 -0.1658  0.668
O5 -3.0176 5.5436 0.9934  -0.333
O6 -2.6707 5.5889 -1.3663  -0.357
C20 -1.5361 0.6090 -2.2647  -0.196
C21 -2.8542 0.6008 -2.7123  -0.031
C22 -3.1504 0.6461 -4.0692  -0.026
C23 -2.0219 0.6964 -4.8908  -0.063
C24 -0.7691 0.7346 -4.3323  -0.122
N2 -0.4579 0.6945 -3.0303  0.157
Si1 1.2480 -0.8298 -0.4187  0.640
C25 0.7904 -2.2862 0.7414  -0.159
C26 1.2727 -1.6665 -2.1316  -0.179
C27 3.1003 -0.5741 -0.0823  -0.170
H1 1.4841 1.0913 4.3871  0.072
H2 -0.2094 1.4265 3.8791  0.076
H3 1.0966 2.5366 3.3805  0.064
H4 2.1063 0.9215 1.9980  0.082
H5 1.0594 -0.3643 2.6124  0.091
H6 -0.0785 2.1921 1.3788  0.113
H7 -0.9593 0.7339 1.7338  0.101
H8 2.5107 2.0701 -1.3466  0.118
H9 2.2019 2.3506 0.4182  0.105
H10 0.9310 4.1943 -1.5980  0.125
H11 2.6805 4.3802 -1.1731  0.122
H12 1.8515 4.1899 1.3656  0.111
H13 0.6615 5.8828 1.5813  0.051
H14 -3.1484 -0.5171 0.1122  0.095
H15 -1.6339 -0.9317 0.7955  0.106
H16 -2.5481 -1.8612 -1.9851  0.132
H17 -1.0990 -2.4001 -1.1395  0.090
H18 -3.9895 1.3466 -0.0317  0.132
H19 -3.0318 1.3018 2.1967  0.116
H20 -2.4041 2.9337 1.9976  0.133
H21 -6.8090 1.2859 2.3490  0.073
H22 -6.9220 2.9746 2.8192  0.094
H23 -6.9303 1.7274 4.1028  0.090
H24 -3.6529 3.2094 -1.5324  0.103
H25 -4.7434 3.5817 -0.2176  0.119
H26 -1.3622 4.2753 -0.1012  0.068
H27 -3.6936 0.5282 -2.0294  0.112
H28 -4.1672 0.6407 -4.4366  0.113
H29 -2.1387 0.7062 -5.9682  0.105
H30 0.0786 0.8060 -5.0132  0.114
H31 0.3795 -3.1290 0.1798  0.024
H32 0.1435 -2.0014 1.5740  0.021
H33 1.7030 -2.6835 1.2030  0.043
H34 1.9741 -1.1254 -2.7738  0.036
H35 1.7025 -2.6636 -1.9772  0.038
H36 0.2966 -1.7459 -2.6048  0.008
H37 3.3491 -0.6038 0.9804  0.027
H38 3.5442 0.2765 -0.5993  0.021
H39 3.5854 -1.4665 -0.5033  0.040
O7 -1.3034 -10.5362 -3.8443  -0.236
P1 -0.6058 -9.2647 -3.5107  0.565
O8 -1.3882 -8.1279 -4.4095  -0.197
C28 -2.7931 -8.1905 -4.6340  -0.285
C29 -3.5696 -7.3659 -3.6236  -0.076
O9 0.7901 -9.4229 -4.3346  -0.208
C30 1.1669 -10.6592 -4.9366  -0.291
C31 0.7026 -10.7239 -6.3771  -0.076
O10 0.1648 -8.1895 -2.5584  -0.178
C32 -0.5532 -7.2674 -1.7419  -0.278
C33 -1.3111 -7.9528 -0.6236  -0.073
H40 -3.1583 -9.2183 -4.6333  0.106
H41 -2.9669 -7.7918 -5.6354  0.119
H42 -3.4143 -7.7428 -2.6101  0.062
H43 -4.6382 -7.4006 -3.8398  0.081
H44 -3.2502 -6.3224 -3.6427  0.075
H45 0.7943 -11.5048 -4.3596  0.104
H46 2.2570 -10.7090 -4.9016  0.115
H47 -0.3671 -10.5311 -6.4615  0.072
H48 0.9168 -11.7027 -6.8092  0.076
H49 1.2097 -9.9623 -6.9721  0.076
H50 -1.2062 -6.6471 -2.3565  0.095
H51 0.1910 -6.5944 -1.3134  0.123
H52 -1.9839 -8.7247 -1.0098  0.069
H53 -1.8983 -7.2247 -0.0623  0.079
H54 -0.6183 -8.4381 0.0650  0.082
O11 5.1928 7.6761 4.5573  -0.233
P2 5.3177 6.6279 3.5087  0.564
O12 6.6738 7.0480 2.6766  -0.197
C34 7.8062 7.6113 3.3317  -0.285
C35 8.8313 6.5576 3.7069  -0.077
O13 4.1496 7.0598 2.4616  -0.213
C36 3.1813 8.0583 2.7846  -0.288
C37 3.6321 9.4252 2.3147  -0.071
O14 5.2196 5.1239 2.8769  -0.189
C38 6.2625 4.1668 3.0485  -0.278
C39 6.4084 3.7180 4.4883  -0.078
H55 7.5203 8.1822 4.2160  0.106
H56 8.2539 8.3165 2.6289  0.120
H57 8.4098 5.8365 4.4112  0.061
H58 9.7031 7.0188 4.1725  0.080
H59 9.1649 6.0068 2.8259  0.078
H60 2.9584 8.0559 3.8512  0.105
H61 2.2589 7.7827 2.2692  0.102
H62 4.6232 9.6725 2.6962  0.073
H63 2.9303 10.1957 2.6366  0.078
H64 3.6975 9.4469 1.2257  0.078
H65 7.1990 4.5528 2.6448  0.099
H66 5.9925 3.3109 2.4279  0.122
H67 6.5600 4.5684 5.1596  0.068
H68 7.2543 3.0372 4.5895  0.084
H69 5.5086 3.1973 4.8187  0.080

Record 2
Computed, not measured: C39H70BFN7O2PS3Tb as an isolated structure in a non-equilibrium geometry, with the ωB97M-V functional and the def2-TZVPD basis.

Output
Total charge ... +1
Energy ... -4547.02434 Eh
E_HOMO (alpha / beta) ... -0.3751 / -0.3751 hartree
LUMO level (alpha / beta) ... -2.51 / -2.49 eV
Spin multiplicity ... 7
HOMO-LUMO gap (alpha / beta) ... 7.6976 / 7.7203 eV

Each line ends with the Löwdin charge.
Positions of all 125 atoms, in Å:
Tb1 -0.9478 -2.0416 -0.5766  1.326
C1 2.9056 -2.8377 3.2571  -0.061
C2 2.4593 -1.4489 2.9127  -0.246
C3 2.6168 -0.4081 3.7750  0.075
C4 2.2042 0.8911 3.4153  -0.187
N1 1.6881 1.1122 2.2410  0.197
N2 1.5365 0.0967 1.3805  0.054
B1 1.0345 0.5818 -0.0351  -0.828
N3 2.1055 0.1504 -1.0836  0.033
N4 3.3133 0.3508 -0.5184  0.180
C5 4.3841 0.0331 -1.1677  -0.202
C6 4.2959 -0.4141 -2.5092  0.068
C7 3.0907 -0.6482 -3.0810  -0.239
C8 2.9896 -1.1931 -4.4771  -0.067
C9 1.9123 -0.4407 -2.2802  -0.588
S1 0.4145 -1.0497 -2.8742  0.654
C10 5.7152 0.0788 -0.4298  -0.538
C11 6.6914 1.0157 -1.1557  -0.030
C12 6.2905 -1.3460 -0.4231  -0.033
C13 5.5251 0.5454 1.0158  -0.044
N5 0.7350 2.0937 -0.0370  0.060
N6 1.7633 2.8295 -0.5376  0.186
C14 1.6037 4.1194 -0.7060  -0.213
C15 0.3744 4.7583 -0.4328  0.064
C16 -0.6445 4.0566 0.1712  -0.258
C17 -1.9250 4.7402 0.5517  -0.077
C18 -0.4414 2.6830 0.4691  -0.591
S2 -1.5103 1.9230 1.5531  0.739
C19 2.7735 4.9255 -1.2532  -0.552
C20 2.4115 5.4198 -2.6615  -0.035
C21 3.0241 6.1252 -0.3253  -0.038
C22 4.0405 4.0788 -1.3260  -0.065
C23 1.8574 -1.1861 1.6500  -0.590
S3 1.6282 -2.4661 0.5189  0.667
C24 2.3360 2.1088 4.3301  -0.538
C25 3.1446 1.7612 5.5771  -0.062
C26 0.9252 2.5631 4.7490  -0.035
C27 3.0312 3.2475 3.5663  -0.039
H1 3.4261 -2.8460 4.2146  0.086
H2 2.0496 -3.5139 3.3074  0.087
H3 3.5678 -3.2314 2.4829  0.073
H4 3.0859 -0.5805 4.7366  0.120
H5 5.2033 -0.6086 -3.0716  0.129
H6 3.9540 -1.1140 -4.9820  0.086
H7 2.6895 -2.2434 -4.4513  0.087
H8 2.2319 -0.6658 -5.0542  0.074
H9 6.8782 0.6914 -2.1841  0.083
H10 6.3169 2.0411 -1.1809  0.078
H11 7.6510 1.0165 -0.6309  0.094
H12 6.4939 -1.7122 -1.4345  0.085
H13 7.2340 -1.3529 0.1292  0.093
H14 5.6020 -2.0456 0.0636  0.090
H15 5.0579 1.5332 1.0576  0.075
H16 4.8846 -0.1490 1.5705  0.075
H17 6.4982 0.5918 1.5113  0.093
H18 0.2441 5.8069 -0.6777  0.125
H19 -2.0014 5.7012 0.0425  0.084
H20 -2.7842 4.1245 0.2980  0.067
H21 -1.9697 4.9140 1.6291  0.086
H22 1.4920 6.0144 -2.6579  0.082
H23 3.2169 6.0478 -3.0518  0.091
H24 2.2709 4.5758 -3.3445  0.093
H25 2.1896 6.8300 -0.3288  0.080
H26 3.1900 5.7941 0.7051  0.089
H27 3.9155 6.6634 -0.6590  0.092
H28 3.8736 3.1783 -1.9175  0.073
H29 4.8438 4.6631 -1.7823  0.092
H30 4.3583 3.7684 -0.3264  0.080
H31 2.6545 0.9913 6.1819  0.088
H32 4.1559 1.4225 5.3263  0.093
H33 3.2383 2.6538 6.1981  0.092
H34 0.4141 1.7777 5.3172  0.092
H35 0.9940 3.4535 5.3832  0.092
H36 0.3178 2.8015 3.8726  0.054
H37 4.0493 2.9609 3.2786  0.085
H38 2.4763 3.5019 2.6601  0.070
H39 3.0921 4.1349 4.2031  0.091
O1 -1.2141 -1.4022 1.8806  -0.157
H40 -1.2939 -0.4319 1.9120  -0.050
H41 -2.0090 -1.7601 2.2835  0.060
O2 -0.5705 -4.4700 -1.3132  -0.132
H42 -1.4247 -4.8922 -1.1875  0.033
H43 0.1097 -5.1318 -1.1797  0.074
F1 -0.1960 -0.0672 -0.3360  -0.148
C28 -4.6454 -5.0044 -2.2863  -0.091
C29 -5.2112 -4.3577 -1.0075  -0.589
C30 -6.7362 -4.2892 -1.1268  -0.078
C31 -4.8303 -5.2951 0.1605  -0.094
P1 -4.3201 -2.6978 -0.7786  0.851
N7 -2.8593 -2.9665 -0.2654  -0.451
C32 -5.3113 -1.6626 0.4586  -0.581
C33 -6.6711 -1.1461 -0.0237  -0.075
C34 -4.4608 -0.4623 0.9261  -0.104
C35 -5.5242 -2.5721 1.6888  -0.090
C36 -4.3244 -1.7799 -2.4339  -0.590
C37 -3.9558 -0.3102 -2.1604  -0.079
C38 -3.2222 -2.3469 -3.3458  -0.091
C39 -5.6625 -1.8104 -3.1790  -0.070
H44 -4.9340 -6.0585 -2.3051  0.090
H45 -3.5540 -4.9583 -2.3168  0.067
H46 -5.0369 -4.5462 -3.1950  0.063
H47 -7.1125 -5.2909 -1.3618  0.097
H48 -7.0691 -3.6202 -1.9217  0.065
H49 -7.2090 -3.9816 -0.1946  0.063
H50 -4.9614 -6.3327 -0.1619  0.085
H51 -5.4635 -5.1476 1.0342  0.065
H52 -3.7919 -5.1561 0.4626  0.059
H53 -6.5734 -0.4006 -0.8160  0.066
H54 -7.1706 -0.6552 0.8187  0.098
H55 -7.3295 -1.9404 -0.3770  0.062
H56 -4.6771 0.4500 0.3718  0.073
H57 -3.3995 -0.6574 0.8404  0.013
H58 -4.6705 -0.2484 1.9790  0.092
H59 -6.2906 -3.3293 1.5139  0.061
H60 -5.8633 -1.9592 2.5294  0.089
H61 -4.5990 -3.0776 1.9821  0.078
H62 -3.0446 -0.1960 -1.5752  0.057
H63 -4.7465 0.2269 -1.6420  0.065
H64 -3.7818 0.1947 -3.1159  0.098
H65 -2.3075 -2.5324 -2.7974  0.003
H66 -2.9917 -1.6246 -4.1362  0.098
H67 -3.4985 -3.2856 -3.8199  0.072
H68 -6.4955 -1.4829 -2.5556  0.063
H69 -5.8978 -2.8020 -3.5656  0.066
H70 -5.6065 -1.1313 -4.0376  0.098

Record 3
Computed, not measured: a 6-piece molecular cluster, C39H70BrN6O4PS overall in a non-equilibrium geometry, with the ωB97M-V functional and the def2-TZVPD basis.

Output
Energy ... -5470.50241 Eh
SMILES ... CCOCC[C@@]1(P(CC)CC)C(=O)N[C@](S)(CCCC(=O)O)[C@@H]1[C@H](Br)CC.CCCC#N.CCCC#N.CCCC#N.CCCC#N.CCCC#N
E_HOMO ... -0.2552 hartree
LUMO level ... 0.37 eV
HOMO-LUMO gap ... 7.3127 eV

Each line ends with the Löwdin charge.
Positions of all 122 atoms, in Å:
C1 5.5265 -5.2292 0.7029  -0.093
C2 5.9692 -4.9747 -0.8698  -0.237
O1 4.7337 -4.4823 -1.5657  -0.303
C3 5.2410 -3.9320 -2.8226  -0.247
C4 4.1884 -3.8072 -4.0527  -0.108
C5 2.6502 -3.3117 -3.6396  -0.361
P1 2.3949 -1.7635 -2.5825  0.969
C6 1.2392 -0.4610 -3.3393  -0.394
C7 2.0961 0.8061 -4.0164  -0.200
C8 3.9804 -0.9079 -2.0015  -0.390
C9 4.3179 -1.4869 -0.4699  -0.189
C10 2.1973 -2.7197 -5.1449  -0.308
O2 2.7180 -1.7415 -5.8800  -0.065
N1 1.0502 -3.4500 -5.8051  0.038
C11 0.2764 -4.2206 -4.7601  -0.650
S1 -0.1736 -5.9850 -5.2667  0.753
C12 -0.9648 -3.2564 -4.3886  -0.164
C13 -1.1917 -2.8805 -2.8198  -0.170
C14 -2.3967 -3.8136 -2.1307  -0.092
C15 -3.5449 -2.8990 -1.3607  -0.270
O3 -3.5289 -2.8337 -0.0215  -0.034
O4 -4.5968 -2.2139 -2.1575  -0.018
C16 1.4970 -4.5228 -3.6552  -0.273
C17 1.0758 -5.3318 -2.3173  -0.639
Br1 1.5457 -4.5860 -0.5501  0.675
C18 1.5459 -6.9384 -2.3035  -0.282
C19 3.1624 -7.1526 -2.4141  -0.129
H1 5.6180 -6.3772 0.9130  0.076
H2 6.1856 -4.5573 1.4126  0.082
H3 4.3975 -4.8987 0.8536  0.065
H4 6.7777 -4.1024 -0.9594  0.125
H5 6.4048 -5.9488 -1.3949  0.132
H6 6.1037 -4.6738 -3.1872  0.131
H7 5.8228 -2.9224 -2.5632  0.118
H8 4.1841 -4.8656 -4.6062  0.128
H9 4.6945 -3.0740 -4.8489  0.144
H10 0.4187 -0.8598 -4.0717  0.065
H11 0.6435 0.0435 -2.4353  0.052
H12 3.1348 0.3324 -4.3561  0.069
H13 1.5572 1.2785 -4.9417  0.066
H14 2.3654 1.5781 -3.1662  0.066
H15 4.8989 -0.9547 -2.7243  0.080
H16 3.7342 0.2436 -1.8334  0.092
H17 5.4871 -1.6740 -0.3604  0.076
H18 3.7095 -2.4833 -0.2307  0.027
H19 3.9825 -0.7199 0.3786  0.069
H20 0.5215 -2.9660 -6.5623  0.142
H21 -1.5062 -6.2782 -4.9231  -0.107
H22 -1.9614 -3.8023 -4.7559  0.109
H23 -0.9064 -2.2749 -5.0664  0.124
H24 -0.2333 -2.8749 -2.1491  0.067
H25 -1.6169 -1.7658 -2.7893  0.120
H26 -1.9323 -4.6395 -1.4042  0.123
H27 -2.9959 -4.4385 -2.9468  0.121
H28 -4.4311 -1.2286 -2.0858  0.121
H29 2.0943 -5.3612 -4.2672  0.111
H30 -0.1177 -5.4075 -2.3412  0.081
H31 0.9173 -7.5551 -3.1002  0.090
H32 1.2236 -7.3558 -1.2336  0.104
H33 3.6141 -7.0442 -1.3155  0.081
H34 3.4692 -8.2381 -2.8023  0.091
H35 3.7278 -6.3830 -3.0891  0.054
C20 -1.5724 2.1608 2.0513  -0.114
C21 -2.4218 0.9794 1.5937  -0.266
C22 -1.7216 0.1146 0.5436  -0.187
C23 -1.4168 0.9499 -0.6892  -0.155
N2 -1.1638 1.6428 -1.7119  0.101
H36 -1.3579 2.8480 1.2268  0.072
H37 -2.1003 2.7328 2.8210  0.026
H38 -0.6201 1.8194 2.4729  0.054
H39 -3.3694 1.3585 1.1917  0.106
H40 -2.6660 0.3593 2.4632  0.109
H41 -2.3646 -0.7249 0.2590  0.080
H42 -0.7868 -0.2938 0.9426  0.074
C24 1.4801 5.7995 -7.1430  -0.118
C25 0.4997 4.8273 -6.4946  -0.278
C26 0.8271 4.5422 -5.0275  -0.188
C27 2.2098 3.9197 -4.9216  -0.172
N3 3.3568 3.4033 -4.8337  0.123
H43 2.4973 5.3960 -7.1610  0.070
H44 1.1907 5.9955 -8.1803  0.072
H45 1.4971 6.7553 -6.6071  0.077
H46 0.5000 3.8903 -7.0648  0.112
H47 -0.5111 5.2445 -6.5613  0.108
H48 0.0890 3.8522 -4.6052  0.111
H49 0.8022 5.4669 -4.4408  0.116
C28 2.4201 1.0962 5.4045  -0.114
C29 1.4064 -0.0409 5.4834  -0.274
C30 1.6133 -1.0988 4.3978  -0.186
C31 1.4647 -0.4622 3.0255  -0.125
N4 1.3416 0.0660 1.8871  0.134
H50 2.3365 1.6477 4.4628  0.070
H51 2.2520 1.8120 6.2154  0.075
H52 3.4441 0.7157 5.4922  0.077
H53 0.3959 0.3789 5.4062  0.109
H54 1.4827 -0.5174 6.4670  0.110
H55 0.8719 -1.8976 4.5056  0.114
H56 2.6094 -1.5465 4.4815  0.117
C32 -5.4455 5.3052 5.2480  -0.136
C33 -5.5595 4.3189 4.0900  -0.268
C34 -5.1456 2.8976 4.4761  -0.189
C35 -3.6944 2.8903 4.9281  -0.163
N5 -2.4905 2.8843 5.3032  0.113
H57 -4.4121 5.4037 5.5950  0.075
H58 -5.7784 6.2997 4.9342  0.042
H59 -6.0655 4.9894 6.0948  0.067
H60 -4.9382 4.6746 3.2589  0.114
H61 -6.5958 4.3061 3.7348  0.112
H62 -5.2580 2.2273 3.6175  0.109
H63 -5.7777 2.5195 5.2870  0.115
C36 -5.5790 8.9532 9.8576  -0.116
C37 -6.5927 7.8161 9.9365  -0.278
C38 -6.3858 6.7581 8.8509  -0.193
C39 -6.5343 7.3948 7.4786  -0.159
N6 -6.6575 7.9230 6.3402  0.122
H64 -5.6626 9.5046 8.9159  0.071
H65 -5.7471 9.6690 10.6685  0.074
H66 -4.5549 8.5726 9.9453  0.078
H67 -7.6032 8.2359 9.8593  0.113
H68 -6.5163 7.3396 10.9201  0.109
H69 -7.1271 5.9594 8.9587  0.114
H70 -5.3896 6.3104 8.9347  0.118